The following is a DFT calculation (ωB97M-V/def2-TZVPD) of a 11-piece molecular cluster, C44H59F21O26 overall in a non-equilibrium geometry.

As for the SMILES: CCOC(=O)C(F)(F)F.CCOC(=O)C(F)(F)F.CCOC(=O)C(F)(F)F.CCOC(=O)C(F)(F)F.CCOC(=O)C(F)(F)F.CCOC(=O)C(F)(F)F.CCOC(=O)C(F)(F)F.C[C@H]1COC(=O)O1.C[C@H]1COC(=O)O1.C[C@H]1COC(=O)O1.C[C@H]1COC(=O)O1. The calculation puts the largest force on an atom at 3.64 eV/A. The calculation puts the total energy at -5765.5321 Eh. Its frontier orbital gap is 10.89 eV. The calculation puts the LUMO energy at 0.22 eV.

Structure (XYZ):
```
150
Properties=species:S:1:pos:R:3:forces:R:3
C 4.647 -6.089 -0.039 0.692 0.807 1.471
C 3.294 -6.539 0.517 1.670 -1.794 -0.360
O 2.188 -5.845 -0.027 -0.255 0.853 -0.109
C 1.853 -4.765 0.655 -0.967 0.759 1.919
O 2.307 -4.372 1.720 -0.501 -0.710 -2.036
C 0.604 -4.039 -0.010 0.928 -0.017 1.872
F 0.963 -3.600 -1.178 0.069 -0.100 -2.183
F -0.476 -4.813 -0.046 0.196 -0.384 -0.445
F 0.280 -2.957 0.683 -0.117 0.289 0.816
H 5.408 -6.869 0.181 -0.608 0.225 -0.767
H 5.063 -5.235 0.515 -0.422 0.038 0.096
H 4.604 -5.719 -1.050 0.020 -0.611 -0.606
H 3.290 -6.441 1.601 -0.135 -0.242 -0.064
H 3.220 -7.605 0.192 -0.614 0.854 0.470
C 1.507 0.282 -5.522 1.644 -0.378 -1.626
C 0.842 -0.918 -6.132 -1.196 0.178 1.036
O -0.364 -0.382 -6.738 1.916 0.928 -2.178
C -1.518 -0.772 -6.367 -0.714 0.742 1.274
O -1.722 -1.528 -5.474 -1.058 -1.294 0.924
C -2.606 0.030 -7.108 0.577 -2.720 -0.136
F -3.801 -0.334 -6.706 -1.018 -0.021 0.592
F -2.463 1.301 -6.987 0.196 1.993 0.035
F -2.496 -0.359 -8.378 -0.055 0.395 -1.178
H 1.725 0.942 -6.360 -0.339 0.457 0.129
H 2.512 0.032 -5.200 0.066 -0.236 0.636
H 0.952 0.788 -4.771 -0.470 0.245 0.574
H 0.445 -1.608 -5.381 0.673 -0.296 -0.184
H 1.430 -1.388 -6.920 -0.149 -0.017 0.163
C 3.454 -1.760 0.307 1.416 -0.709 -0.534
C 3.162 -0.423 -0.337 1.618 0.349 1.458
O 4.368 -0.137 -1.116 -0.063 -0.493 -0.009
C 4.154 0.544 -2.207 1.331 0.268 -0.327
O 3.140 1.067 -2.492 -1.899 0.997 -0.906
C 5.426 0.669 -3.111 -2.486 0.580 -0.546
F 6.016 -0.491 -3.160 0.957 -0.999 -0.574
F 5.056 1.096 -4.357 0.256 -0.869 0.789
F 6.228 1.584 -2.651 1.266 0.900 0.801
H 2.561 -1.945 0.833 -0.739 -0.727 1.349
H 4.416 -1.954 0.875 -1.304 1.114 -0.088
H 3.560 -2.571 -0.440 -0.448 0.558 -0.199
H 3.055 0.441 0.384 -0.055 -1.135 -0.670
H 2.253 -0.509 -0.915 0.066 0.272 -0.534
C 0.887 3.253 4.237 -0.059 0.273 1.511
C 1.780 3.101 5.472 1.031 -0.586 -0.535
O 2.893 2.133 5.187 -0.662 0.093 0.272
C 3.952 2.588 4.599 0.857 2.629 -1.059
O 4.125 3.717 4.113 -0.415 -2.597 0.923
C 5.135 1.584 4.714 0.434 0.782 -0.398
F 4.764 0.344 4.959 -0.164 -0.504 -0.680
F 5.907 1.646 3.567 -0.834 -0.281 1.727
F 5.846 1.953 5.798 0.322 0.249 -0.725
H 0.295 4.107 4.515 -0.396 0.758 -0.355
H 0.143 2.481 3.987 0.815 -0.269 0.340
H 1.532 3.487 3.432 0.253 0.309 -1.161
H 1.282 2.571 6.260 -0.213 0.245 0.569
H 2.309 4.033 5.834 -0.968 -0.886 -0.642
C -4.323 -1.121 2.904 1.514 -0.455 -1.293
C -5.542 -1.951 2.646 0.123 0.522 1.496
O -5.269 -3.250 3.197 -0.260 -0.049 0.444
C -5.151 -4.208 2.336 0.578 -1.364 -1.357
O -5.189 -4.135 1.126 0.177 -0.282 1.058
C -5.065 -5.579 3.110 -0.034 0.866 -1.995
F -6.356 -5.747 3.465 0.603 -0.849 0.692
F -4.671 -6.581 2.297 -0.564 0.451 0.431
F -4.216 -5.561 4.124 -0.517 -0.002 0.533
H -3.861 -1.332 3.885 -0.467 0.279 -0.325
H -4.559 -0.080 2.760 0.017 0.464 0.204
H -3.555 -1.379 2.113 -0.615 0.293 0.898
H -5.792 -2.052 1.620 -0.207 0.050 -0.852
H -6.387 -1.589 3.221 -0.253 0.053 -0.005
C -3.100 2.908 4.795 -1.328 0.986 0.626
C -3.043 2.665 3.326 -0.033 -0.663 -1.134
O -4.325 2.460 2.623 -0.747 0.314 0.371
C -4.673 3.367 1.705 0.863 -0.914 -0.358
O -4.096 4.369 1.409 0.023 0.415 0.356
C -5.817 2.900 0.772 -0.725 -0.243 0.750
F -6.830 3.765 0.853 0.145 0.477 -0.365
F -5.367 2.818 -0.477 0.067 0.301 -0.129
F -6.342 1.718 1.079 0.251 -0.587 0.275
H -2.107 2.917 5.231 0.259 -0.347 -0.127
H -3.717 2.142 5.294 0.355 0.284 -0.143
H -3.510 3.904 5.040 -0.078 -0.411 -0.138
H -2.549 1.712 3.183 0.227 -0.179 -0.342
H -2.598 3.423 2.707 0.798 0.444 0.349
C -2.297 -5.865 -2.633 1.288 0.278 1.000
C -3.202 -5.365 -1.556 -1.951 -0.591 0.049
O -3.991 -4.217 -2.004 0.915 1.179 0.129
C -3.634 -3.006 -1.565 -0.994 -1.312 -0.208
O -2.685 -2.709 -0.909 0.280 0.352 -0.013
C -4.803 -2.056 -1.917 0.560 1.963 -0.086
F -4.380 -0.771 -2.113 0.408 -0.465 0.095
F -5.401 -2.365 -3.047 -0.639 -0.674 0.088
F -5.647 -1.958 -0.884 -0.237 -0.650 -0.342
H -2.021 -6.919 -2.561 -0.397 0.002 0.344
H -1.360 -5.329 -2.541 0.259 0.289 -0.692
H -2.808 -5.716 -3.549 -0.116 0.237 -1.120
H -2.807 -5.134 -0.568 0.166 -0.221 -0.212
H -4.040 -6.055 -1.524 0.150 -0.442 0.808
C -1.086 4.347 -4.185 -1.034 -0.159 0.894
C -0.164 4.942 -5.147 2.394 0.391 -0.344
C 0.992 3.964 -5.410 1.194 0.444 0.210
O 0.442 3.142 -6.420 -0.667 0.206 -1.824
C -0.379 3.950 -7.182 -0.323 0.124 -1.021
O -0.771 3.781 -8.314 0.846 -0.272 2.069
O -0.684 5.051 -6.452 -0.676 0.043 -0.983
H -1.324 3.356 -4.590 0.196 -0.284 0.808
H -2.048 4.832 -4.066 -0.091 0.502 -0.217
H -0.571 4.433 -3.216 -0.273 -0.825 -0.167
H 0.276 5.899 -4.865 -0.424 0.115 0.080
H 1.250 3.299 -4.588 0.017 0.341 0.157
H 1.928 4.488 -5.792 -1.116 -0.611 0.424
C 2.522 -2.308 4.712 -2.308 0.162 -0.154
C 1.713 -1.023 4.954 1.096 1.293 -1.585
C 0.202 -1.027 4.848 -0.423 -1.314 -0.460
O -0.228 -0.275 5.994 0.211 0.096 -0.378
C 0.856 0.105 6.710 -0.793 0.690 0.567
O 0.771 0.955 7.566 0.601 -1.219 -0.597
O 1.950 -0.558 6.301 -0.007 0.290 0.256
H 2.282 -2.861 5.611 0.056 -0.889 -0.080
H 3.540 -2.083 4.748 1.693 0.415 -0.025
H 2.304 -2.865 3.757 -0.104 0.684 1.074
H 2.041 -0.181 4.273 0.117 -0.877 0.678
H -0.165 -2.091 4.912 -0.110 1.140 -0.074
H -0.097 -0.502 3.911 -0.135 -0.761 0.924
C 4.343 3.288 0.709 -3.356 -1.003 0.979
C 3.458 4.554 0.686 1.725 -0.460 -3.057
C 4.265 5.736 0.055 -0.433 -0.359 -0.876
O 3.626 5.992 -1.252 -1.397 -1.461 0.784
C 2.540 5.076 -1.412 1.393 0.531 -1.993
O 1.932 4.884 -2.458 1.174 1.001 2.384
O 2.391 4.365 -0.317 -0.199 -0.388 1.517
H 4.637 2.931 -0.235 0.530 0.156 -1.573
H 3.741 2.403 1.106 0.708 1.226 -0.073
H 5.170 3.448 1.326 1.320 0.199 1.064
H 3.078 4.750 1.647 -0.873 0.349 0.949
H 5.301 5.440 -0.145 -0.247 -0.035 -0.039
H 4.306 6.641 0.652 -0.411 0.189 -0.044
C -0.976 0.058 -2.399 0.959 1.027 1.035
C -1.010 1.063 -1.190 -1.588 -0.564 -2.053
C -2.339 0.830 -0.475 0.285 0.288 0.511
O -1.962 0.170 0.736 1.501 0.329 0.447
C -0.604 0.328 0.899 -0.738 -0.408 1.544
O -0.036 0.107 1.955 -0.575 0.322 -2.044
O -0.043 0.785 -0.224 1.051 -0.489 1.286
H -0.024 0.213 -2.934 -0.536 -0.319 -0.043
H -1.856 0.235 -3.023 0.301 0.055 -0.116
H -1.048 -0.964 -1.997 0.101 0.279 -0.143
H -0.889 2.119 -1.458 0.050 -0.342 -0.329
H -3.000 0.194 -1.013 -0.279 -0.395 -0.298
H -2.851 1.746 -0.238 -0.216 0.483 0.255
```
Forces are in eV/Å.

Mulliken population analysis, charges in e, atoms 1 to 5: number 1, C, carries -1.132; number 2, C, carries -0.191; number 3, O, carries -0.314; number 4, C, carries 0.174; number 5, O, carries -0.531